Density functional theory data (wB97M-V/def2-TZVPD) for a 4-piece molecular cluster, C9H16Br6F7P overall.

Geometry as XYZ:
```
39
Properties=species:S:1:pos:R:3:forces:R:3:nbo_charge:R:1
F -3.8326 -0.0649 3.7408 0.2128 0.6923 1.9296 -0.287
C -3.8210 -0.6266 2.5788 0.6257 0.1456 -1.0682 0.918
F -4.5796 0.0952 1.7893 -0.9849 0.5889 -1.0849 -0.305
F -4.3390 -1.8273 2.6820 -0.4326 -1.5360 0.0127 -0.313
C -2.4096 -0.6554 1.9726 0.6284 0.9919 1.6362 0.539
F -2.4539 -1.0214 0.7004 -0.3450 -0.9675 -0.7643 -0.305
F -2.0150 0.6325 1.9805 -0.0523 0.6797 0.2346 -0.307
C -1.3725 -1.4576 2.7805 -0.5348 -0.7227 -0.8059 0.313
F -0.1757 -1.1464 2.2572 0.7680 0.0705 -0.4369 -0.330
F -1.3442 -1.0376 4.0556 -0.3321 0.2829 0.7461 -0.331
P -1.5200 -3.4011 2.7273 0.3383 -1.2076 0.1284 0.552
H -2.1214 -3.3787 1.4409 0.0629 0.2499 0.0938 0.003
H -2.2807 -3.4211 3.9247 -0.0519 0.3094 -0.1345 0.004
H -0.1026 -3.4296 2.8877 -0.1820 0.2413 -0.0939 0.013
H -1.5293 -4.8556 2.6929 -0.0890 -0.0142 0.0313 -0.162
Br -0.3010 0.4694 -0.4621 0.3617 0.3178 -0.3813 -0.013
C 1.3650 1.4362 -0.7414 -0.1395 -0.2062 -0.2530 -0.453
C 2.4253 0.9964 0.2301 0.2046 0.2130 0.1326 -0.452
Br 2.1292 1.7465 2.0009 -0.0619 -0.0989 0.0221 -0.015
H 1.1334 2.4944 -0.6653 0.0594 -0.0089 0.0691 0.230
H 1.6650 1.2052 -1.7622 0.0803 -0.0022 0.0404 0.229
H 3.4012 1.3697 -0.0779 -0.0420 0.0298 -0.0329 0.240
H 2.4720 -0.0820 0.3484 -0.0800 0.0104 -0.0349 0.231
Br 4.5559 4.2573 0.6178 0.0508 -0.0857 -0.0455 -0.003
C 5.6735 4.6927 -0.9135 -0.1960 0.1605 0.1816 -0.457
C 5.1435 4.0644 -2.1748 0.2018 -0.1000 -0.1458 -0.445
Br 5.5376 2.1586 -2.2476 -0.0994 0.0107 0.0204 -0.018
H 6.6817 4.3721 -0.6702 -0.0130 -0.0383 -0.0754 0.233
H 5.6488 5.7780 -0.9904 -0.0055 -0.0211 -0.0638 0.230
H 5.6310 4.4910 -3.0492 0.0132 0.0130 0.0354 0.230
H 4.0675 4.1666 -2.2765 0.0139 0.0321 0.0588 0.230
Br -2.3421 -2.3036 -5.3344 -0.0074 -0.0751 0.0349 -0.014
C -3.4053 -2.4944 -3.7153 -0.0142 0.1623 -0.2070 -0.447
C -2.7062 -1.9035 -2.5206 0.0063 -0.1226 0.2295 -0.450
Br -1.2782 -3.0601 -1.8815 0.0175 -0.0058 -0.0335 -0.017
H -3.6168 -3.5529 -3.6006 0.0336 0.0173 0.0517 0.231
H -4.3316 -1.9600 -3.9166 0.0206 0.0201 0.0518 0.229
H -3.3950 -1.8103 -1.6830 -0.0289 -0.0046 -0.0439 0.230
H -2.2572 -0.9358 -2.7253 -0.0072 -0.0220 -0.0353 0.240
```
Positions in Å, forces in eV/Å.

Summary:
Orbital gap, eV: 9.6
SMILES string: FC(F)(F)C(F)(F)C(F)(F)[PH4].BrCCBr.BrCCBr.BrCCBr